{
  "formula": "BH26O11",
  "method": "ωB97M-V/def2-TZVPD",
  "species": ["B", "H", "H", "H", "H", "O", "H", "H", "O", "H", "H", "O", "H", "H", "O", "H", "H", "O", "H", "H", "O", "H", "H", "O", "H", "H", "O", "H", "H", "O", "H", "H", "O", "H", "H", "O", "H", "H"],
  "xyz": [[-0.77032, -0.21211, 0.20445], [-1.63121, 0.12481, -0.35196], [0.09051, -0.15694, -0.44377], [-0.63073, 0.46456, 1.03323], [-0.86843, -1.20927, 0.60481], [-3.66902, -1.56799, 2.30482], [-4.48356, -1.34764, 1.85293], [-2.97851, -1.24417, 1.72640], [-1.27442, -3.47512, -2.20570], [-0.35992, -3.73160, -2.32467], [-1.23315, -2.67597, -1.68046], [-2.47547, 1.89532, 3.71277], [-1.89823, 2.26888, 3.04681], [-2.46337, 0.95390, 3.54012], [2.65888, 0.52831, 1.33489], [1.76309, 0.34841, 1.04953], [3.02967, 1.06729, 0.63615], [0.15784, 3.38089, -0.09603], [-0.11543, 2.47382, 0.04092], [1.11310, 3.35465, -0.04107], [-1.23509, 2.29492, -3.57988], [-1.22343, 3.20215, -3.88490], [-1.47106, 2.35595, -2.65422], [2.19847, 0.67970, -3.89844], [1.27019, 0.86319, -3.75402], [2.20603, -0.01940, -4.55222], [-4.71536, 0.44286, -0.43412], [-5.01221, 1.12669, -1.03452], [-3.76171, 0.44884, -0.51621], [2.36346, -3.67453, 1.15532], [2.21182, -3.93894, 0.24795], [2.30474, -2.71925, 1.13993], [2.48278, 0.27771, 4.88131], [2.38520, 0.38203, 3.93483], [3.42123, 0.14214, 5.01232], [4.48856, -0.90885, -1.76567], [3.83303, -0.38386, -2.22491], [4.29206, -1.81139, -2.01672]],
  "nbo_charge": [-0.87, -0.05, -0.03, -0.03, -0.01, -0.96, 0.47, 0.49, -0.95, 0.46, 0.49, -0.95, 0.47, 0.48, -0.97, 0.50, 0.47, -0.96, 0.50, 0.46, -0.95, 0.46, 0.49, -0.96, 0.49, 0.46, -0.96, 0.46, 0.49, -0.94, 0.46, 0.48, -0.95, 0.49, 0.46, -0.95, 0.48, 0.46],
  "e_homo_ev": -6.844,
  "e_lumo_ev": 2.298,
  "total_charge": -1,
  "relative_energy_kj_mol": 199.1,
  "e_tot_ha": -868.05506
}

---

{
  "formula": "C4H7BrNO",
  "method": "ωB97M-V/def2-TZVPD",
  "species": ["C", "C", "C", "C", "N", "O", "Br", "H", "H", "H", "H", "H", "H", "H"],
  "xyz": [[0.55088, 1.33375, 0.27958], [1.27969, 0.31060, -0.13665], [-0.95622, 1.10524, 0.25055], [0.31206, -1.04483, -0.46872], [-1.09118, -0.36868, -0.41102], [0.52428, -2.03903, 0.41922], [3.14114, -0.06357, -0.09490], [1.00270, 2.18709, 0.58284], [-1.29679, 1.08388, 1.32557], [-1.44295, 1.77643, -0.50831], [0.34668, -1.45172, -1.38455], [-1.57369, -0.94583, 0.23964], [-1.29962, -0.25133, -1.40596], [0.50302, -1.63202, 1.31271]],
  "nbo_charge": [-0.26, -0.12, -0.23, 0.25, -0.56, -0.64, 0.19, 0.26, 0.26, 0.26, 0.19, 0.45, 0.46, 0.49],
  "e_homo_ev": -13.904,
  "smiles": "O[C@H]1[NH2+]CC=C1Br",
  "e_lumo_ev": -3.708,
  "total_charge": 1,
  "relative_energy_kj_mol": 138.6,
  "e_tot_ha": -2860.30056
}

---

{
  "formula": "C7H6O",
  "method": "ωB97M-V/def2-TZVPD",
  "species": ["C", "C", "C", "C", "C", "C", "C", "H", "H", "H", "H", "H", "H", "O"],
  "xyz": [[-1.57983, 0.05766, 1.32538], [-0.87666, -1.16899, 1.09991], [0.36477, -0.75208, 0.37774], [1.23878, -1.16141, -0.93580], [1.39127, 0.03944, -1.63680], [0.50957, 1.18315, -1.14361], [-0.00246, 0.60317, 0.01417], [-2.60842, 0.40161, 1.81680], [-1.04945, -2.07033, 1.83699], [1.17924, -0.74749, 1.12160], [1.66322, -2.14831, -1.43094], [1.62974, 0.24474, -2.71424], [0.29748, 2.15343, -1.65033], [-0.92307, 1.17008, 0.80178]],
  "nbo_charge": [0.12, -0.30, -0.38, -0.23, -0.22, -0.32, 0.34, 0.23, 0.25, 0.27, 0.24, 0.22, 0.24, -0.46],
  "e_homo_ev": -7.934,
  "smiles": "C1=C[C@@H]2C=COC2=C1",
  "e_lumo_ev": 0.769,
  "relative_energy_kj_mol": 290.8,
  "e_tot_ha": -345.41447
}

---

{
  "formula": "C4H11NO",
  "method": "ωB97M-V/def2-TZVPD",
  "species": ["C", "C", "C", "C", "N", "H", "H", "H", "H", "H", "H", "H", "H", "H", "H", "H", "O"],
  "xyz": [[-1.91651, -0.78720, -1.74670], [-0.55393, -0.54243, -1.19344], [-0.70862, -0.80831, 0.30773], [-0.01972, 0.00568, 1.08397], [-0.08669, -0.19447, 2.46250], [-2.28752, -1.68734, -1.34008], [-1.96874, -0.64292, -2.79802], [-2.67256, -0.07633, -1.46288], [0.29769, -0.89421, -1.62594], [-0.20749, 0.51278, -1.31373], [-1.17418, -1.71540, 0.45484], [0.72660, 0.69857, 0.72735], [0.19555, 0.61778, 2.90711], [-0.72733, -0.71258, 2.96705], [1.85586, 1.46733, -0.75357], [3.29797, 1.40812, -0.09839], [2.80796, 1.89738, -0.70133]],
  "lowdin_spin": [0.01, 0.06, 0.35, 0.16, 0.36, 0.00, 0.00, 0.00, 0.02, 0.01, 0.01, 0.00, 0.01, 0.01, 0.00, 0.00, 0.00],
  "e_homo_ev": [-15.023, -15.023],
  "e_lumo_ev": [-4.107, -7.855],
  "total_charge": 1,
  "relative_energy_kj_mol": 240.6,
  "e_tot_ha": -288.62360,
  "multiplicity": 2
}

---

{
  "formula": "C5H3Cl2N",
  "method": "ωB97M-V/def2-TZVPD",
  "species": ["C", "C", "C", "C", "C", "H", "H", "H", "N", "Cl", "Cl"],
  "xyz": [[-1.01826, -0.64995, 0.08011], [0.14579, -1.39933, 0.47841], [-0.74803, 0.79293, -0.05993], [0.55309, 1.32081, -0.11228], [1.66763, 0.56328, -0.53358], [1.21290, -1.19219, 0.75706], [-0.21071, -2.33859, 0.55469], [0.55042, 2.46106, -0.01809], [2.55435, -0.25257, -0.55657], [-2.59385, -1.23060, -0.47617], [-2.11334, 1.92516, -0.11366]],
  "nbo_charge": [-0.13, -0.30, 0.05, -0.39, 0.27, 0.27, 0.20, 0.27, -0.32, 0.04, 0.03],
  "e_homo_ev": -9.359,
  "smiles": "C=C(Cl)/C(Cl)=C\\C#N",
  "e_lumo_ev": -1.186,
  "relative_energy_kj_mol": 255.3,
  "e_tot_ha": -1167.34972
}

---

{
  "formula": "C2H4Ca2F2O5PRb",
  "method": "ωB97M-V/def2-TZVPD",
  "species": ["Rb", "Ca", "Ca", "O", "H", "O", "P", "O", "F", "F", "C", "C", "O", "O", "H", "H", "H"],
  "xyz": [[2.59072, 0.01487, 1.96003], [-1.23342, 3.56886, 1.82281], [-0.29939, 1.39008, -0.76591], [-2.12343, 2.50556, -0.00449], [-2.94743, 1.98094, -0.02168], [-1.03109, -0.09161, 0.77835], [-1.30552, 0.09401, 2.26506], [-1.27462, 1.49520, 2.90778], [-0.01656, -0.49642, 3.01412], [-2.63672, -0.67000, 2.64915], [1.86114, -1.87694, -2.34101], [1.00281, -0.79787, -1.78908], [1.32477, -0.20025, -0.71306], [-0.00586, -0.54301, -2.39302], [2.90232, -1.58804, -2.19756], [1.65159, -2.03531, -3.39889], [1.54069, -2.75005, -1.77260]],
  "lowdin_spin": [0.13, 0.50, 0.20, 0.07, 0.00, 0.01, 0.01, 0.06, 0.00, 0.00, 0.00, 0.00, 0.01, 0.00, 0.00, 0.00, 0.00],
  "e_homo_ev": [-8.604, -12.661],
  "e_lumo_ev": [-3.411, -4.003],
  "total_charge": 1,
  "relative_energy_kj_mol": 0.0,
  "e_tot_ha": -2375.34877,
  "multiplicity": 2
}